Entry from the OMol25 dataset: a cluster of 10 separate species, C40H73N7O6S3 in total at a distorted geometry (ωB97M-V/def2-TZVPD).

```
129
C40H73N7O6S3 (ωB97M-V/def2-TZVPD)
C 2.630 3.477 0.833
C 4.170 3.213 0.887
C 4.334 1.691 1.296
S 2.908 1.406 2.391
O 3.365 1.376 3.758
O 2.264 0.216 1.845
C 2.000 2.879 1.994
H 2.179 3.048 -0.082
H 2.405 4.537 0.752
H 4.514 3.835 1.696
H 4.810 3.451 0.025
H 5.303 1.457 1.772
H 4.208 1.147 0.398
H 2.213 3.443 2.873
H 0.922 2.596 1.846
C 4.373 1.581 -5.349
C 3.405 0.476 -5.669
C 3.229 -0.329 -4.364
S 3.161 0.915 -3.127
O 3.922 0.546 -1.954
O 1.748 1.213 -2.887
C 3.789 2.310 -4.145
H 4.497 2.232 -6.176
H 5.320 1.069 -5.051
H 3.671 -0.098 -6.589
H 2.453 1.048 -6.033
H 4.097 -0.918 -4.169
H 2.286 -0.907 -4.355
H 4.478 2.818 -3.510
H 3.012 3.020 -4.423
C -5.968 1.709 0.078
C -4.875 2.498 0.919
C -3.523 2.135 0.328
S -3.803 2.163 -1.515
O -2.988 1.223 -2.306
O -3.679 3.567 -1.942
C -5.504 1.593 -1.383
H -6.921 2.275 0.142
H -6.055 0.701 0.485
H -4.958 2.134 1.907
H -5.078 3.557 0.832
H -3.267 1.086 0.572
H -2.775 2.843 0.519
H -5.540 0.577 -1.684
H -6.041 2.208 -2.128
C -1.954 -0.121 -5.801
C -2.265 1.375 -5.522
C -1.148 2.006 -4.622
C -0.125 2.531 -5.446
N 0.723 2.915 -6.092
H -0.909 -0.226 -6.098
H -2.570 -0.638 -6.474
H -2.057 -0.534 -4.782
H -3.298 1.412 -5.200
H -2.301 1.944 -6.507
H -0.723 1.320 -3.952
H -1.622 2.768 -4.002
C -5.150 -1.905 -1.471
C -3.649 -2.018 -1.145
C -3.262 -2.957 0.008
C -3.706 -2.467 1.316
N -4.138 -1.948 2.203
H -5.192 -1.237 -2.349
H -5.821 -1.492 -0.727
H -5.502 -2.930 -1.823
H -3.362 -1.005 -0.805
H -3.150 -2.297 -2.045
H -2.169 -3.070 -0.019
H -3.695 -3.876 -0.171
C -0.092 3.829 -1.925
C -0.474 5.311 -2.113
C 0.686 6.097 -1.489
C 1.998 5.463 -1.647
N 3.089 5.138 -1.680
H -0.917 3.169 -2.078
H 0.409 3.596 -0.998
H 0.625 3.525 -2.697
H -1.438 5.588 -1.724
H -0.601 5.589 -3.188
H 0.455 6.012 -0.419
H 0.730 7.115 -1.852
C 1.164 -7.451 1.815
C 0.590 -7.398 3.218
C -0.097 -6.086 3.485
C -1.152 -5.699 2.529
N -1.969 -5.228 1.882
H 0.379 -7.360 1.026
H 1.640 -8.433 1.650
H 1.819 -6.564 1.731
H 1.354 -7.402 3.971
H -0.115 -8.232 3.442
H 0.712 -5.387 3.588
H -0.656 -6.087 4.435
C 3.675 -2.424 5.808
C 2.924 -1.984 4.565
C 3.502 -2.644 3.300
C 3.157 -4.140 3.326
N 2.910 -5.258 3.445
H 3.950 -3.495 5.879
H 3.082 -2.153 6.699
H 4.602 -1.800 5.827
H 2.987 -0.939 4.523
H 1.860 -2.161 4.705
H 4.569 -2.524 3.141
H 3.095 -2.278 2.356
C -0.377 0.819 5.069
C -1.397 -0.085 5.748
C -2.542 -0.449 4.760
C -3.198 0.789 4.366
N -3.756 1.759 4.073
H 0.280 0.347 4.356
H 0.217 1.325 5.829
H -0.847 1.617 4.494
H -1.971 0.343 6.622
H -0.934 -0.982 6.140
H -3.256 -1.192 5.126
H -2.171 -0.956 3.848
C 0.820 -3.138 0.036
C 1.392 -1.900 -0.511
C 0.437 -0.688 -0.730
C -0.431 -0.412 0.431
N -1.092 -0.044 1.269
H 0.177 -3.713 -0.656
H 0.196 -3.021 0.975
H 1.716 -3.810 0.318
H 1.777 -2.235 -1.452
H 2.235 -1.604 0.139
H -0.287 -0.854 -1.515
H 0.912 0.214 -1.058
```

Values from the calculation:
Energy = -3597.0798 Ha
Energy relative to the best compared isomer or geometry (same formula, charge and spin) = 23.91 kcal/mol
SMILES string = O=S1(=O)CCCC1.O=S1(=O)CCCC1.O=S1(=O)CCCC1.CCCC#N.CCCC#N.CCCC#N.CCCC#N.CCCC#N.CCCC#N.CCCC#N
Multiplicity = 1
Highest occupied orbital energy = -0.3802 Ha
Gap between HOMO and LUMO = 0.393 Ha
Charge = 0